Entry 1:
The following is a DFT calculation (ωB97M-V/def2-TZVPD) of a molecular structure, C30H22N3O4PS2Ti.

Results
E_HOMO: -7.91 eV
Max |F|: 0.71 eV Å⁻¹
Gap between HOMO and LUMO: 0.257 hartree
2S+1: 1

Last column: natural (NBO) charge in e.
Element x y z (Å)
Ti  -1.97  -0.55  -0.99  1.530
O  -3.33  1.03  2.46  -0.602
C  -2.90  0.33  1.58  0.773
O  -2.85  0.63  0.31  -0.729
C  -2.35  -1.06  1.88  0.126
C  -2.54  -1.65  3.11  -0.209
C  -2.04  -2.93  3.30  -0.137
C  -1.37  -3.56  2.26  -0.237
C  -1.25  -2.90  1.04  0.091
N  -1.74  -1.67  0.86  -0.466
H  -3.07  -1.10  3.87  0.254
H  -2.15  -3.43  4.25  0.224
H  -0.96  -4.55  2.37  0.229
H  -0.76  -3.36  0.20  0.224
C  1.56  -1.75  -3.63  -0.222
C  0.63  -1.65  -2.58  0.106
N  -0.35  -0.78  -2.58  -0.428
C  -0.46  0.06  -3.63  0.157
C  0.42  0.05  -4.72  -0.078
C  1.46  -0.90  -4.70  -0.128
C  0.22  0.99  -5.79  -0.159
C  -0.79  1.89  -5.75  -0.186
C  -1.70  1.93  -4.64  -0.103
C  -2.76  2.84  -4.53  -0.099
C  -3.56  2.82  -3.42  -0.254
C  -3.31  1.88  -2.42  0.124
N  -2.33  1.01  -2.51  -0.469
C  -1.52  1.02  -3.59  0.256
H  2.35  -2.48  -3.56  0.235
H  0.73  -2.28  -1.70  0.245
H  2.16  -0.94  -5.52  0.223
H  0.91  0.97  -6.63  0.222
H  -0.93  2.59  -6.56  0.223
H  -2.93  3.56  -5.32  0.224
H  -4.38  3.51  -3.31  0.236
H  -3.90  1.83  -1.51  0.247
O  -3.57  -1.36  -1.17  -0.380
O  -2.55  -1.98  -1.94  -0.413
S  1.97  -2.18  0.51  -0.685
P  1.48  -0.35  1.08  1.182
S  0.20  0.74  -0.05  -0.602
C  2.96  0.70  1.26  -0.296
C  2.84  2.08  1.42  -0.212
C  3.97  2.87  1.60  -0.216
C  5.23  2.28  1.63  -0.205
C  5.35  0.91  1.47  -0.205
C  4.22  0.12  1.29  -0.221
C  0.82  -0.38  2.79  -0.429
C  1.13  -1.44  3.64  -0.139
C  0.68  -1.43  4.95  -0.240
C  -0.09  -0.37  5.42  -0.208
C  -0.40  0.69  4.58  -0.201
C  0.05  0.68  3.27  -0.198
H  1.86  2.54  1.38  0.230
H  3.87  3.94  1.73  0.213
H  6.11  2.89  1.78  0.211
H  6.33  0.45  1.49  0.211
H  4.31  -0.95  1.16  0.239
H  1.71  -2.26  3.26  0.231
H  0.92  -2.26  5.61  0.212
H  -0.44  -0.37  6.44  0.213
H  -1.02  1.50  4.93  0.222
H  -0.22  1.50  2.60  0.240

Entry 2:
The following is a DFT calculation (ωB97M-V/def2-TZVPD) of a molecular structure, C31H22F6N7O4PTi.

Results
Expectation value of S²: 0.7727
E_HOMO (spin up / spin down): -10.35 / -10.35 eV
Max |F|: 3.69 eV Å⁻¹
Gap between HOMO and LUMO (spin up / spin down): 0.200 / 0.153 hartree
Net charge: +1
2S+1: 2

Last column: Mulliken spin population.
Element x y z (Å)
Ti  0.20  -0.27  0.28  0.037
O  3.58  -1.01  2.98  0.107
C  2.48  -0.67  2.50  -0.034
N  2.19  -0.70  1.16  0.263
C  3.19  -0.96  0.22  0.219
C  4.59  -0.85  0.38  0.007
C  5.40  -1.22  -0.73  0.057
C  4.81  -1.74  -1.89  0.179
C  3.43  -1.69  -2.11  -0.081
C  2.67  -1.23  -1.03  0.220
N  1.29  -0.98  -1.12  0.062
C  0.79  -0.65  -2.41  -0.023
O  1.37  0.04  -3.22  0.018
C  -0.49  -1.23  -2.79  -0.005
C  -0.85  -1.12  -4.20  -0.002
C  -2.12  -1.50  -4.59  0.000
C  -2.98  -2.04  -3.61  0.000
C  -2.49  -2.15  -2.30  0.001
N  -1.27  -1.83  -1.91  0.002
C  1.46  -0.20  3.51  -0.019
C  1.99  -0.06  4.82  -0.004
C  1.16  0.43  5.81  0.001
C  -0.15  0.77  5.48  0.000
C  -0.60  0.62  4.14  -0.001
N  0.19  0.07  3.23  0.003
H  4.98  -0.56  1.34  -0.005
H  6.52  -1.07  -0.66  0.002
H  5.49  -2.21  -2.67  0.004
H  2.90  -1.86  -3.04  0.000
H  -0.14  -0.63  -4.92  0.000
H  -2.40  -1.28  -5.61  0.000
H  -4.01  -2.27  -3.81  0.000
H  -3.19  -2.66  -1.63  0.000
H  3.04  -0.41  4.87  0.002
H  1.50  0.67  6.82  0.000
H  -0.85  1.12  6.27  0.000
H  -1.59  0.97  3.84  0.000
O  -0.54  2.54  -3.09  0.000
C  -1.68  3.09  -2.64  0.000
C  -2.17  4.16  -3.40  0.000
C  -3.37  4.72  -2.98  0.000
C  -4.08  4.26  -1.87  0.000
C  -3.56  3.23  -1.10  0.000
C  -2.30  2.72  -1.46  0.001
C  -1.79  1.48  -0.79  0.003
O  -0.68  0.99  -1.22  -0.013
N  -2.54  0.96  0.18  0.002
N  -1.82  -0.03  0.73  0.003
C  -2.46  -0.90  1.52  -0.003
C  -1.69  -2.08  1.72  0.003
C  -2.13  -3.11  2.55  0.001
C  -1.49  -4.38  2.45  0.000
C  -0.26  -4.48  1.73  -0.001
C  0.22  -3.35  1.13  -0.001
N  -0.46  -2.21  1.07  -0.002
H  -0.35  1.77  -2.38  0.002
H  -1.57  4.55  -4.23  0.000
H  -3.79  5.58  -3.51  0.000
H  -5.05  4.72  -1.58  0.000
H  -4.05  2.82  -0.20  0.000
H  -3.50  -0.85  1.79  0.000
H  -3.06  -2.96  3.08  0.000
H  -1.97  -5.15  3.08  0.000
H  0.27  -5.43  1.53  0.000
H  1.14  -3.39  0.57  0.001
F  2.48  2.43  -0.73  0.000
P  1.90  3.17  0.53  -0.001
F  2.75  4.48  0.42  0.000
F  1.11  3.53  1.87  0.000
F  0.72  1.45  0.76  0.000
F  0.67  3.64  -0.37  0.000
F  3.01  2.39  1.42  0.000

Entry 3:
The following is a DFT calculation (ωB97M-V/def2-TZVPD) of a molecular structure, C22H16F5NO5PdSSe.

Results
E_HOMO: -7.55 eV
Max |F|: 0.69 eV Å⁻¹
Gap between HOMO and LUMO: 0.264 hartree
2S+1: 1

Last column: natural (NBO) charge in e.
Element x y z (Å)
Pd  1.98  0.82  -0.54  0.744
O  5.62  -1.12  1.15  -0.646
C  4.40  -0.62  1.32  0.819
O  3.53  -0.71  0.47  -0.671
C  4.20  -0.01  2.68  -0.181
O  3.14  0.89  2.70  -0.509
C  3.57  2.23  2.42  -0.174
C  3.91  2.36  0.92  0.743
O  5.08  2.34  0.57  -0.632
O  2.86  2.49  0.17  -0.783
H  5.67  -1.50  0.26  0.503
H  5.14  0.43  3.01  0.215
H  3.95  -0.84  3.36  0.219
H  4.43  2.47  3.04  0.174
H  2.72  2.86  2.67  0.209
F  -4.24  4.40  0.11  -0.289
C  -3.09  3.90  -0.35  0.264
C  -2.25  3.18  0.47  0.258
F  -2.60  2.98  1.75  -0.295
C  -1.07  2.66  -0.02  0.353
F  -0.32  1.95  0.85  -0.319
C  -0.68  2.81  -1.34  -0.324
Se  0.88  2.10  -2.18  0.072
C  -1.55  3.54  -2.15  0.310
F  -1.26  3.71  -3.44  -0.300
C  -2.73  4.08  -1.68  0.268
F  -3.54  4.76  -2.50  -0.289
N  1.01  -0.94  -1.04  -1.085
S  -0.10  -1.17  0.15  1.062
C  -1.59  -0.53  -0.60  -0.158
C  -2.66  -0.30  0.25  -0.230
C  -3.84  0.21  -0.28  -0.211
C  -3.91  0.50  -1.64  -0.190
C  -2.82  0.27  -2.47  -0.196
C  -1.64  -0.25  -1.95  -0.235
C  -0.45  -2.92  0.11  -0.162
C  -0.53  -3.59  1.31  -0.233
C  -0.80  -4.95  1.31  -0.195
C  -0.97  -5.62  0.11  -0.187
C  -0.88  -4.93  -1.10  -0.200
C  -0.61  -3.57  -1.11  -0.222
H  1.76  -1.60  -0.85  0.385
H  -2.58  -0.50  1.31  0.227
H  -4.68  0.40  0.36  0.226
H  -4.82  0.92  -2.05  0.224
H  -2.87  0.52  -3.52  0.227
H  -0.77  -0.40  -2.57  0.269
H  -0.38  -3.05  2.24  0.230
H  -0.87  -5.49  2.25  0.223
H  -1.18  -6.68  0.11  0.223
H  -1.01  -5.46  -2.03  0.225
H  -0.53  -3.02  -2.04  0.242

Entry 4:
The following is a DFT calculation (ωB97M-V/def2-TZVPD) of C2H3NOS in the gas phase.

Results
E_HOMO (spin up / spin down): -9.21 / -9.20 eV
Max |F|: 5.14 eV Å⁻¹
SMILES: C=C[N+]([O-])=S
Gap between HOMO and LUMO (spin up / spin down): 0.268 / 0.267 hartree
2S+1: 1

Last column: natural (NBO) charge in e.
Element x y z (Å)
C  -0.23  0.33  0.05  -0.268
C  1.00  -0.26  -0.01  -0.100
N  2.11  0.49  -0.07  0.085
O  2.10  1.70  0.02  -0.310
S  3.57  -0.56  0.00  -0.070
H  -1.14  -0.12  0.17  0.212
H  -0.15  1.34  -0.16  0.213
H  1.29  -1.26  -0.13  0.238